Record 1
156
Properties=species:S:1:pos:R:3 method="wB97M-V/def2-TZVPD" total_charge=0 e_tot_ha=-3894.5310 orbital_gap_ev=9.430 e_lumo_ev=0.44 homo_ev=-9.0
C 6.3012 -1.0248 1.1707
C 6.4343 0.5294 1.2048
O 7.4632 1.1062 0.8995
N 5.4387 1.3389 1.6356
C 4.0930 0.9175 1.8358
H 6.1300 -1.3651 2.1920
H 7.1626 -1.5466 0.7538
H 5.3755 -1.3269 0.6808
H 5.6010 2.3358 1.6303
H 3.5896 1.7437 2.3378
H 3.9592 0.0310 2.4557
H 3.6108 0.6635 0.8919
C -0.6164 1.6591 0.1003
C 0.0849 0.3523 -0.0397
O 1.2343 0.2758 0.2608
N -0.5890 -0.7099 -0.4737
C -0.0669 -2.0195 -0.8174
H -0.1760 2.5053 -0.4271
H -0.6447 1.8828 1.1667
H -1.6262 1.4369 -0.2448
H -1.5901 -0.6483 -0.5929
H -0.1841 -2.1371 -1.8947
H -0.5705 -2.8573 -0.3352
H 1.0076 -2.0526 -0.6370
C -2.8798 -1.6623 1.4910
C -3.7755 -2.0651 2.6007
O -4.9727 -1.8318 2.5740
N -3.2114 -2.6722 3.6795
C -3.8176 -3.2541 4.8619
H -1.8413 -1.7175 1.8175
H -3.0550 -0.6501 1.1263
H -3.0183 -2.3195 0.6325
H -2.2057 -2.7656 3.6776
H -4.8080 -3.4490 4.4505
H -3.9624 -2.5629 5.6922
H -3.2244 -4.1205 5.1541
C 0.6388 -6.4383 0.0712
C -0.6533 -5.8749 0.6455
O -1.4050 -5.2604 -0.1438
N -0.7687 -6.0511 1.9911
C -1.9663 -5.6564 2.7371
H 1.0751 -7.3089 0.5610
H 1.4851 -5.7645 0.2045
H 0.6536 -6.6312 -1.0015
H 0.0307 -6.5118 2.4019
H -2.7817 -6.3600 2.5696
H -2.3798 -4.7393 2.3174
H -1.7553 -5.5231 3.7981
C -3.7871 1.1009 -3.4025
C -3.9764 0.0548 -2.3252
O -2.9954 -0.3183 -1.7553
N -5.2619 -0.1061 -1.8908
C -5.7340 -0.8412 -0.7057
H -3.7114 2.1216 -3.0278
H -4.6516 1.1841 -4.0610
H -2.9155 0.8747 -4.0168
H -5.9552 0.4761 -2.3386
H -5.9708 -0.1272 0.0831
H -4.9262 -1.4915 -0.3700
H -6.5785 -1.3515 -1.1690
F -5.4997 5.9048 0.8215
C -5.0507 4.7456 1.3217
C -4.5011 3.8517 0.4029
C -4.0341 2.6095 0.8545
C -4.0597 2.3153 2.2180
C -4.6234 3.2217 3.1169
C -5.0512 4.4775 2.6692
H -4.3525 4.0956 -0.6387
H -3.6859 1.8971 0.1213
H -3.8312 1.2936 2.4833
H -4.7107 2.8308 4.1199
H -5.6139 5.0526 3.3897
F -3.8058 6.1762 -2.1795
C -2.8800 5.4221 -2.6788
C -3.0808 4.9063 -3.9272
C -2.1113 4.0703 -4.4976
C -0.9260 3.8114 -3.7524
C -0.8241 4.3294 -2.4609
C -1.7891 5.1117 -1.8695
H -3.9694 5.1502 -4.4905
H -2.2636 3.6484 -5.4800
H -0.1854 3.1172 -4.1211
H 0.0839 4.1242 -1.9133
H -1.7890 5.4957 -0.8600
F 5.0499 -3.7138 -0.7657
C 4.1930 -4.0844 -1.7246
C 3.2811 -3.2033 -2.3367
C 2.3176 -3.6548 -3.2831
C 2.2031 -5.0385 -3.4443
C 3.1540 -5.8920 -2.9052
C 4.1616 -5.4137 -2.0866
H 3.3540 -2.1470 -2.1236
H 1.7659 -2.9084 -3.8352
H 1.4563 -5.4507 -4.1066
H 3.2348 -6.9497 -3.1077
H 4.8287 -6.1241 -1.6210
F 0.5033 5.1837 3.1059
C 1.1262 5.1267 1.9117
C 1.1943 6.3037 1.1954
C 1.8005 6.2071 -0.0923
C 2.2190 5.0058 -0.6121
C 2.2241 3.8651 0.1939
C 1.6448 3.9231 1.4500
H 0.8183 7.2191 1.6278
H 1.9747 7.1135 -0.6531
H 2.6679 4.9415 -1.5923
H 2.7088 2.9508 -0.1152
H 1.6257 3.0378 2.0683
F -0.5749 -2.7917 4.3387
C 0.5346 -3.1421 3.6577
C 1.1839 -4.3329 3.8864
C 2.3368 -4.6985 3.2467
C 2.8224 -3.8025 2.3381
C 2.1682 -2.6509 1.9748
C 1.0111 -2.3210 2.6783
H 0.7452 -5.0307 4.5843
H 2.7988 -5.5986 3.6247
H 3.6763 -4.0246 1.7153
H 2.5516 -1.9854 1.2155
H 0.5660 -1.3588 2.4725
F 0.1454 0.2992 7.6517
C -0.0473 0.9784 6.5419
C -0.8010 2.1970 6.6373
C -0.9274 2.9498 5.4647
C -0.3390 2.5025 4.2532
C 0.3548 1.2850 4.2152
C 0.5133 0.5392 5.3601
H -1.1763 2.5645 7.5810
H -1.2489 3.9807 5.4524
H -0.3072 3.1639 3.4000
H 0.8280 0.8859 3.3302
H 1.0856 -0.3762 5.3309
F 1.7185 2.3952 -3.2874
C 3.0679 2.3772 -3.1430
C 3.8465 3.3699 -3.7846
C 5.2035 3.4825 -3.5472
C 5.8301 2.5234 -2.7285
C 5.0835 1.5924 -2.0805
C 3.7495 1.4821 -2.3016
H 3.3298 4.0545 -4.4409
H 5.6931 4.3445 -3.9758
H 6.8833 2.5807 -2.4961
H 5.5908 0.9600 -1.3669
H 3.1346 0.7666 -1.7758
F -3.0209 -2.4620 -6.2597
C -1.8704 -1.8102 -6.0615
C -0.8775 -1.7559 -6.9937
C 0.3091 -1.1181 -6.6254
C 0.5467 -0.6132 -5.3524
C -0.4551 -0.7017 -4.3897
C -1.6983 -1.1817 -4.8194
H -1.0179 -2.1160 -8.0021
H 1.0649 -0.9705 -7.3826
H 1.4956 -0.2038 -5.0387
H -0.2639 -0.3212 -3.3972
H -2.5553 -1.3392 -4.1814

Record 2
123
Properties=species:S:1:pos:R:3 method="wB97M-V/def2-TZVPD" total_charge=-1 e_tot_ha=-3928.0120 orbital_gap_ev=7.697 e_lumo_ev=2.08 homo_ev=-5.6
C -4.4388 4.2239 4.5236
C -3.2836 3.4894 3.8299
F -3.6187 3.4362 2.4663
C -2.9940 2.1112 4.4126
B -1.4097 1.6715 4.3353
C -0.4769 2.2233 5.5983
C -0.9952 3.4360 6.2749
O -1.8316 3.4784 7.0559
I -0.1276 5.3994 5.7164
O -0.9046 2.3070 3.0592
C -0.8101 1.3172 2.1077
C -2.0418 0.9818 1.2699
C -2.0355 1.6889 -0.0930
C -1.5565 3.1500 -0.0565
S -0.1423 3.2907 -1.2191
C -0.2574 0.1407 2.9921
C -0.2430 -1.2293 2.3388
C 0.4650 -1.2095 0.9668
C 1.7534 -2.0147 0.8202
F 1.5368 -2.9549 -0.1380
F 2.1420 -2.6716 1.9119
C 2.9090 -1.0752 0.3968
F 2.5920 -0.3684 -0.6888
F 3.0623 -0.2152 1.3760
C 4.2325 -1.7722 0.0605
F 4.7473 -2.4302 1.0872
F 4.0506 -2.6626 -0.9089
C 5.3567 -0.8079 -0.4519
F 5.4986 0.2491 0.2851
F 5.2072 -0.5200 -1.7118
F 6.4974 -1.4865 -0.3679
O 1.0701 0.5715 3.3966
N 1.7428 -0.4140 4.1383
O 1.6681 -0.2321 5.2931
O -1.1205 0.2314 4.0585
H -4.0940 4.8147 5.3704
H -4.8057 4.9473 3.7662
H -5.2739 3.5645 4.7620
H -2.4255 4.1534 3.9421
H -3.3468 2.1425 5.4525
H -3.6556 1.3933 3.9101
H -0.3344 1.4512 6.3560
H 0.4940 2.4633 5.1681
H -0.0081 1.5540 1.3838
H -2.9298 1.2723 1.8295
H -2.1625 -0.0875 1.0779
H -3.0505 1.6349 -0.4920
H -1.4321 1.0744 -0.7675
H -1.3259 3.5242 0.9378
H -2.3670 3.7593 -0.4505
H 0.7875 4.0795 -0.6413
H -1.2915 -1.4473 2.1491
H 0.0924 -1.9916 3.0414
H -0.2331 -1.5931 0.2265
H 0.6346 -0.1675 0.7013
C 3.8495 -5.6863 -4.9958
C 3.7394 -4.4593 -4.0956
C 2.5634 -3.5323 -4.4512
O 2.7647 -2.7214 -5.5970
C 2.5253 -3.3626 -6.8352
N 5.0207 -3.7434 -4.1120
H 4.2764 -5.4481 -5.9702
H 4.5010 -6.4309 -4.5367
H 2.8727 -6.1498 -5.1523
H 3.5644 -4.8191 -3.0774
H 2.4313 -2.8316 -3.6216
H 1.6245 -4.0951 -4.5382
H 1.7075 -4.0860 -6.7676
H 3.4301 -3.8539 -7.2009
H 2.2504 -2.5945 -7.5594
H 4.9779 -2.9874 -3.4325
H 5.0869 -3.2623 -5.0062
C 1.5709 -0.1438 -6.2245
C 1.6255 0.8182 -5.0410
C 1.2179 0.1772 -3.7062
O -0.1763 -0.0143 -3.5427
C -0.6979 -1.1694 -4.1690
N 0.8100 1.9985 -5.3481
H 0.5511 -0.3182 -6.5689
H 2.1255 0.2683 -7.0693
H 2.0190 -1.1080 -5.9689
H 2.6652 1.1427 -4.9360
H 1.5123 0.8599 -2.9039
H 1.7594 -0.7630 -3.5323
H 0.0141 -2.0005 -4.1488
H -0.9933 -0.9550 -5.1993
H -1.5946 -1.4670 -3.6236
H 0.9311 2.6842 -4.6066
H -0.1660 1.7236 -5.2650
C -6.1111 8.4296 -0.7027
C -7.0635 7.8008 0.3098
C -6.6101 7.9632 1.7705
O -5.5602 7.1044 2.1618
C -4.2648 7.5453 1.7860
N -7.2668 6.3923 -0.0435
H -5.2213 7.8227 -0.8656
H -6.6061 8.5336 -1.6694
H -5.7941 9.4246 -0.3815
H -8.0248 8.3162 0.2139
H -7.4556 7.6980 2.4128
H -6.3605 9.0088 1.9981
H -4.1725 8.6351 1.8160
H -4.0110 7.1716 0.7920
H -3.5509 7.1167 2.4894
H -7.9815 6.0003 0.5639
H -6.4226 5.8870 0.2184
C 2.7131 -8.2256 0.8496
C 2.7945 -6.7065 0.9723
C 3.2614 -6.2225 2.3554
O 2.2783 -6.2964 3.3714
C 2.1175 -7.5724 3.9589
N 1.4983 -6.1304 0.6040
H 1.8290 -8.6333 1.3397
H 2.6559 -8.5148 -0.2008
H 3.5960 -8.7047 1.2796
H 3.5365 -6.3620 0.2450
H 3.5109 -5.1613 2.2707
H 4.1801 -6.7365 2.6694
H 3.0664 -8.1134 4.0238
H 1.3851 -8.1666 3.4068
H 1.7312 -7.4269 4.9682
H 1.5878 -5.1184 0.5842
H 0.8589 -6.3031 1.3765

Record 3
68
Properties=species:S:1:pos:R:3 method="wB97M-V/def2-TZVPD" total_charge=+2 e_tot_ha=-2052.2957 orbital_gap_ev=7.333 e_lumo_ev=-6.28 homo_ev=-13.6
Tl 0.2852 0.3682 -0.4305
C 2.9485 -1.3546 0.6022
N 2.6830 0.0530 0.2877
C 2.7986 0.9220 1.4666
C 1.6419 0.6473 2.3760
N 0.5345 0.0548 1.9831
C -0.3106 0.0351 3.0872
C -1.6058 -0.4485 3.2448
C -2.1979 -0.2965 4.4828
C -1.5257 0.3173 5.5491
C -0.2360 0.7900 5.4114
C 0.3529 0.6354 4.1654
N 1.5993 0.9904 3.6745
C 1.9156 -2.2735 0.0270
N 0.6924 -1.9327 -0.2966
C 0.0509 -3.0811 -0.7493
C -1.2419 -3.3003 -1.2135
C -1.5767 -4.5840 -1.5938
C -0.6570 -5.6373 -1.5095
C 0.6267 -5.4366 -1.0471
C 0.9638 -4.1421 -0.6758
N 2.1339 -3.5837 -0.1882
H 3.9408 -1.6617 0.2664
H 2.9153 -1.4776 1.6872
H 3.2967 0.3806 -0.4484
H 3.7420 0.7728 2.0019
H 2.7479 1.9627 1.1457
H -2.1247 -0.9321 2.4254
H -3.2025 -0.6653 4.6397
H -2.0272 0.4182 6.5016
H 0.2945 1.2591 6.2293
H 2.2943 1.5211 4.1748
H -1.9554 -2.4929 -1.2674
H -2.5710 -4.7876 -1.9676
H -0.9638 -6.6306 -1.8062
H 1.3313 -6.2545 -0.9728
H 2.9782 -4.0926 0.0187
O -3.9189 -0.2946 -2.3345
C -2.8039 0.0452 -1.7369
O -1.6938 -0.3404 -2.0702
C -2.9866 0.9804 -0.5955
C -4.2031 1.5013 -0.1972
C -4.2073 2.4370 0.8373
C -3.0073 2.8343 1.3991
C -1.8270 2.2639 0.9268
N -1.8451 1.3460 -0.0198
C -0.4535 2.7493 1.4013
O -0.3851 3.3742 2.4374
O 0.5059 2.4494 0.5978
H -3.7713 -0.8834 -3.0891
H -5.1108 1.1897 -0.6927
H -5.1411 2.8642 1.1769
H -2.9441 3.5796 2.1796
O 0.5637 -0.8264 -2.9526
C 1.4247 -0.1266 -3.8135
C 1.5834 1.3297 -3.4470
C 2.2000 2.1728 -4.3624
C 2.2989 3.5223 -4.0843
C 1.7661 3.9966 -2.8944
C 1.1932 3.0996 -2.0175
N 1.1236 1.7821 -2.2765
H -0.3526 -0.7265 -3.2520
H 1.0744 -0.1881 -4.8460
H 2.4022 -0.6121 -3.7734
H 2.5714 1.7551 -5.2895
H 2.7730 4.1978 -4.7836
H 1.7990 5.0468 -2.6434
H 0.8000 3.4188 -1.0658

Record 4
133
Properties=species:S:1:pos:R:3 method="wB97M-V/def2-TZVPD" total_charge=-1 e_tot_ha=-7100.7674 orbital_gap_ev="7.301 / 7.734" e_lumo_ev="2.27 / 2.12" multiplicity=6 homo_ev="-5.0 / -5.6"
Ru -1.4047 -0.6917 -0.4721
C -6.6439 -4.4633 3.8279
C -5.4375 -4.2776 2.9407
C -5.4920 -3.4127 1.8510
C -4.3831 -3.1970 1.0473
C -3.1998 -3.8724 1.3188
C -3.1370 -4.7687 2.3801
C -4.2494 -4.9596 3.1884
S -1.6685 -3.5724 0.4588
O -0.9096 -2.5828 1.2401
O -1.0726 -4.8851 0.3820
N -1.8886 -2.8488 -0.9052
C -3.0119 -3.1365 -1.7975
C -3.8564 -1.8919 -2.0041
O -4.9329 -2.0264 -2.5840
O -3.3493 -0.7823 -1.5683
H -7.0022 -3.5006 4.1997
H -6.4099 -5.0929 4.6873
H -7.4675 -4.9272 3.2806
H -6.4160 -2.8865 1.6289
H -4.4492 -2.5031 0.2210
H -2.2145 -5.3082 2.5604
H -4.1960 -5.6559 4.0195
H -3.6619 -3.9374 -1.4509
H -2.6570 -3.4055 -2.7946
Cl 2.2798 6.0483 -0.3226
C 1.8355 5.9394 1.3597
C 2.8938 6.0799 2.2521
C 2.7126 5.9330 3.6106
C 1.4376 5.6585 4.0822
C 0.3880 5.5440 3.1969
Cl -1.1934 5.2670 3.8826
C 0.5319 5.6555 1.7894
N -0.5992 5.4275 1.0204
C -0.8759 5.6676 -0.3339
C -0.4168 6.8027 -0.9938
C -0.6477 6.9777 -2.3500
C -1.3937 6.0423 -3.0514
C -1.9670 4.9841 -2.3532
C -1.7526 4.7952 -0.9925
C -2.5237 3.7310 -0.2443
C -1.7223 2.5439 0.3079
O -1.5343 1.5996 -0.5250
O -1.3479 2.6038 1.4881
H 3.8764 6.2775 1.8442
H 3.5500 6.0236 4.2907
H 1.2434 5.5398 5.1397
H -1.1587 4.6841 1.4213
H 0.1224 7.5589 -0.4360
H -0.2405 7.8470 -2.8525
H -1.5621 6.1516 -4.1162
H -2.6205 4.2866 -2.8657
H -3.2710 3.3149 -0.9178
H -3.0382 4.1924 0.6038
C -0.3122 -3.1307 -4.3924
N -0.2103 -1.7567 -4.8543
C 0.4012 -1.5534 -6.1522
C -0.0774 -0.2513 -6.7505
C 0.2066 0.8551 -5.7605
N -0.3635 0.5461 -4.4612
C -0.6445 1.6949 -3.6142
C -0.5098 -0.7292 -3.9952
O -0.9205 -0.9993 -2.8614
H -1.0068 -3.6896 -5.0253
H -0.6668 -3.1444 -3.3670
H 0.6661 -3.6203 -4.4270
H 0.1305 -2.3970 -6.7871
H 1.4968 -1.5447 -6.0664
H -1.1532 -0.3101 -6.9348
H 0.4284 -0.0543 -7.6968
H -0.2339 1.7932 -6.0996
H 1.2883 1.0184 -5.6761
H -1.3984 2.3242 -4.0924
H 0.2595 2.2878 -3.4588
H -1.0213 1.3907 -2.6537
C -1.5810 -1.7589 4.1691
As -1.6936 -0.0994 3.1969
C 0.0858 0.5878 3.3173
C -2.7009 0.9947 4.4167
S -2.9915 -0.2409 1.5224
H -1.2658 -1.5322 5.1876
H -0.8675 -2.4196 3.6759
H -2.5644 -2.2283 4.1643
H 0.2881 0.6027 4.3878
H 0.1118 1.5813 2.8832
H 0.7683 -0.0904 2.8061
H -2.1471 1.1435 5.3431
H -3.6371 0.4781 4.6134
H -2.9020 1.9510 3.9358
C 2.6621 -4.2189 -2.0511
C 3.0188 -2.7764 -1.7318
C 4.5314 -2.5801 -1.7397
C 2.3617 -1.8399 -2.7408
O 2.5384 -2.5323 -0.4063
Si 1.9895 -1.1470 0.2920
O 0.5929 -0.5861 -0.2173
O 3.2000 -0.0317 0.0790
C 3.1003 1.3993 -0.0324
C 2.5744 1.7744 -1.4158
C 2.1880 1.9899 1.0435
C 4.5153 1.9185 0.1510
O 1.8890 -1.5179 1.8969
C 2.7025 -2.3316 2.7418
C 4.1884 -2.2239 2.3844
C 2.2240 -3.7734 2.6258
C 2.4829 -1.8120 4.1547
H 3.0558 -4.5068 -3.0308
H 1.5756 -4.3446 -2.0452
H 3.0853 -4.8814 -1.2914
H 4.9240 -2.6499 -2.7582
H 5.0184 -3.3399 -1.1215
H 4.7685 -1.5954 -1.3297
H 1.2938 -1.7646 -2.5370
H 2.5118 -2.2179 -3.7553
H 2.7908 -0.8353 -2.6768
H 1.5751 1.3537 -1.5488
H 3.2376 1.3786 -2.1917
H 2.5162 2.8622 -1.5213
H 1.1938 1.5482 0.9880
H 2.0830 3.0664 0.8934
H 2.6060 1.8093 2.0409
H 5.1573 1.5654 -0.6623
H 4.9218 1.5453 1.0961
H 4.5280 3.0106 0.1678
H 4.3878 -2.6942 1.4178
H 4.7913 -2.7159 3.1516
H 4.4834 -1.1723 2.3141
H 2.2281 -4.0744 1.5774
H 1.1992 -3.8657 2.9962
H 2.8728 -4.4435 3.1976
H 2.7487 -0.7525 4.2048
H 3.0982 -2.3649 4.8693
H 1.4315 -1.9208 4.4379